Computed, not measured: one molecule with the formula C6H10O2 in a non-equilibrium geometry, with ωB97M-V with the def2-TZVPD basis set.

Summary:
E ... -10471.7393 eV
Frontier orbital gap ... 10.422 eV
Total charge ... 0
E_HOMO ... -9.355 eV
M ... 114.14 g/mol
SMILES ... C1C[C@@H]2CC[C@@H](O1)O2
Relative energy (zero: lowest compared OMol25 entry of this formula, charge and spin) ... 7.431 eV

Structure (XYZ):
```
18
Properties=species:S:1:pos:R:3:forces:R:3
C -1.0058 0.1326 1.5828 -1.4 0.8 1.7
C -0.4908 -1.4097 1.0346 -0.5 -1.2 1.3
C -0.0009 -0.8741 -0.2687 -0.8 0.4 1.6
C 0.4485 -0.9496 -1.6545 2.7 -1.5 0.0
C 0.5623 0.7231 -1.5859 1.7 1.3 -2.6
C 0.5020 1.1780 0.0283 0.7 1.2 -3.4
O -0.8857 1.1817 0.6006 2.8 1.2 -0.3
O 1.0021 -0.0072 0.2864 2.4 -1.9 4.3
H -0.5002 0.5935 2.6627 -1.5 -2.0 -3.0
H -2.1586 0.2119 1.5133 1.6 -0.9 1.4
H 0.3352 -1.8116 1.8151 -2.1 0.6 -2.1
H -1.3448 -2.1758 0.7588 1.3 1.5 1.4
H -0.8584 -0.2147 -0.4684 -0.2 -0.9 -0.1
H -0.2568 -1.3442 -2.3196 -1.7 0.3 -1.0
H 1.2730 -1.8542 -1.8388 -0.7 3.3 0.4
H -0.1727 1.2621 -2.1004 -2.0 -0.1 -1.1
H 1.4292 1.0710 -2.2500 -0.4 -0.3 1.8
H 1.2317 2.0647 0.3119 -1.9 -1.6 -0.3
```
Forces are in eV/Å.